Record 1
A structure of composition F2Li2 in a non-equilibrium geometry, computed with ωB97M-V/def2-TZVPD.

Summary:
- Kohn-Sham gap (eV) = 10.04
- highest occupied orbital energy (eV) = -10.43
- total charge = 0
- molar mass (u) = 51.878
- ΔE to the lowest compared entry with this formula, charge and spin (eV) = 0.000

Positions of all 4 atoms, in Å:
Li 1.132 -0.737 -0.182
Li -0.819 0.948 0.322
F 0.553 0.737 -1.324
F -0.866 -0.948 1.184


Record 2
A cluster of 3 separate species, C3H14N2O2 in total in a non-equilibrium geometry, computed with ωB97M-V/def2-TZVPD.

Summary:
- Kohn-Sham gap (spin up / spin down) (eV) = 3.14 / 9.02
- highest occupied orbital energy (spin up / spin down) (eV) = 0.78 / -5.41
- expectation value of S² = 0.75
- multiplicity = 2
- total charge = -1
- molar mass (u) = 110.157
- ΔE to the lowest compared entry with this formula, charge and spin (eV) = 0.460

Positions of all 21 atoms, in Å:
C -1.869 -1.670 0.449
C -1.581 -1.287 -1.015
N -0.185 -1.330 -1.390
C 0.719 -0.309 -0.900
N 0.275 1.074 -1.209
H -1.073 -1.271 1.063
H -2.801 -1.231 0.811
H -1.858 -2.759 0.577
H -1.942 -0.262 -1.148
H -2.194 -1.890 -1.692
H 0.176 -2.269 -1.407
H 0.879 -0.360 0.175
H 1.685 -0.471 -1.384
H -0.227 1.434 -0.389
H -0.415 0.922 -1.941
H 4.224 2.586 -0.423
H 3.111 2.396 0.597
O 4.041 2.671 0.525
H -0.375 2.026 3.306
H -0.481 0.887 2.259
O -0.112 1.110 3.136


Question: What is the ΔE to the lowest compared entry with this formula, charge and spin in the second record?
Answer: 0.460 eV